# C4H7N3

The molecule C4H7N3 at a distorted geometry (ωB97M-V with the def2-TZVPD basis set, the Open Molecules 2025 dataset).

Geometry as XYZ:
```
14
Properties=species:S:1:pos:R:3:lowdin_charge:R:1
N 0.297 -0.717 0.688 -0.005
N -1.210 2.345 0.389 0.165
N 0.471 0.383 2.732 0.169
C 0.701 -0.606 -0.709 -0.262
C 0.142 0.399 1.505 -0.455
C -0.544 1.533 0.875 -0.149
C -0.399 -0.484 -1.762 -0.095
H 0.046 -0.600 -2.758 0.073
H -0.905 0.485 -1.728 0.056
H -1.149 -1.275 -1.646 0.073
H -0.351 -1.462 0.909 0.136
H 1.385 0.248 -0.783 0.118
H 0.214 1.247 3.213 0.066
H 1.302 -1.497 -0.925 0.110
```

Computed properties:
- HOMO energy: -9.75 eV
- Frontier orbital gap: 10.05 eV
- Lowest unoccupied orbital energy: 0.30 eV
- SMILES: [H]/N=C(\C#N)NCC
- Energy: -8730.7209 eV
- Energy relative to the best compared isomer or geometry (same formula, charge and spin): 22.1 kcal per mole
- Net charge: 0